No. 1
The following is a quantum chemistry calculation of a 14-piece molecular cluster, H28O14 overall at a distorted geometry, from OMol25.

Element x y z (Å)
H (-0.77377, -0.06602, -0.03478)
H (0.24782, -0.31062, 0.99491)
H (4.06462, -1.63589, 1.26177)
H (4.27678, -0.78253, -0.11502)
H (2.52516, 3.04990, -0.00247)
H (3.96967, 2.78534, 0.64355)
H (-4.44458, -2.44490, -1.02566)
H (-2.98466, -2.26158, -0.79551)
H (-2.20308, 2.43313, 3.02996)
H (-1.66284, 2.71749, 1.59399)
H (2.55983, 1.59746, 3.81723)
H (3.08821, 2.94003, 3.40710)
H (-3.12760, 3.66867, -0.64751)
H (-2.41030, 3.67746, -1.95538)
H (1.93701, -0.51860, -2.57038)
H (2.03471, -0.72612, -1.02060)
H (-2.29272, -3.74092, 4.98978)
H (-1.31286, -3.47369, 3.67770)
H (1.26486, 1.64558, -3.98166)
H (0.17351, 2.15365, -3.07690)
H (-4.67711, 1.13911, -0.30956)
H (-3.13403, 0.89010, -0.46664)
H (4.70464, -2.88913, -0.71838)
H (3.58580, -3.54916, -1.48663)
H (-4.47905, -1.03677, 0.61474)
H (-3.13522, -1.65838, 0.74273)
H (0.50890, -2.91026, -2.87474)
H (-0.26301, -1.84756, -2.16204)
O (-0.00331, -0.70164, 0.14983)
O (4.66506, -1.13101, 0.73855)
O (3.46172, 3.28198, -0.05395)
O (-3.57968, -2.25700, -1.48384)
O (-1.47987, 2.80765, 2.49537)
O (3.43484, 2.13687, 3.74505)
O (-2.94746, 4.23417, -1.33726)
O (1.93042, -1.19928, -1.88546)
O (-2.24109, -3.46137, 4.08757)
O (0.65451, 1.35613, -3.33782)
O (-3.87182, 1.25521, -0.84112)
O (3.74877, -2.82579, -0.78798)
O (-3.86138, -1.37493, 1.27913)
O (0.33419, -1.97670, -2.95925)

**LUMO**: -0.790 eV
**2S+1**: 1
**Orbital gap**: 0.2925 Eh



No. 2
The following is a quantum chemistry calculation of a 14-piece molecular cluster, H28O14 overall at a distorted geometry, from OMol25.

Element x y z (Å)
O (-0.36021, 0.03828, -2.55478)
H (0.46904, 0.49422, -2.52874)
H (-0.04772, -0.86558, -2.80151)
O (-2.91460, 0.14115, -0.64664)
H (-2.62412, -0.69027, -1.00508)
H (-3.81488, 0.07913, -0.87312)
O (-0.82849, 2.81973, -1.06529)
H (-1.43595, 2.50993, -1.76925)
H (-0.07547, 2.25048, -1.01329)
O (2.03362, 1.44881, -1.95262)
H (2.31838, 1.12140, -1.14727)
H (2.21010, 2.42109, -1.83999)
O (1.78499, -1.89550, 3.17870)
H (1.58351, -2.23076, 4.03240)
H (1.02591, -1.47680, 2.82107)
O (-0.85617, 0.20117, 2.89811)
H (-0.48762, -0.01124, 2.07111)
H (-1.74108, 0.30356, 2.66133)
O (3.11009, -0.04545, 0.57442)
H (2.47578, 0.21549, 1.23656)
H (3.71272, -0.59565, 1.04234)
O (1.99927, -2.13056, -0.62319)
H (2.20286, -2.69064, 0.12566)
H (2.07466, -1.24120, -0.30010)
O (-0.50423, -2.64115, 0.86162)
H (-0.35167, -3.32817, 0.16334)
H (-0.23485, -3.11476, 1.62681)
O (-1.89432, 2.57805, 1.48137)
H (-2.78752, 2.24449, 1.49297)
H (-1.66593, 2.38288, 0.54284)
O (1.44678, 1.79655, 2.22245)
H (1.93154, 1.84068, 3.07889)
H (0.58723, 1.50250, 2.56429)
O (0.53331, -2.47871, -2.77301)
H (0.29597, -3.34279, -3.12132)
H (0.95572, -2.48834, -1.89540)
O (-2.80204, 2.06836, -2.50427)
H (-2.66457, 1.21915, -2.08716)
H (-3.74411, 2.23495, -2.37658)
O (-0.05607, 0.03550, 0.22163)
H (-0.79566, 0.21627, -0.37517)
H (-0.06422, -0.89625, 0.35588)

**LUMO**: -0.221 eV
**2S+1**: 1
**Orbital gap**: 0.3643 Eh



No. 3
The following is a quantum chemistry calculation of a 14-piece molecular cluster, H28O14 overall at a distorted geometry, from OMol25.

Element x y z (Å)
H (0.96734, -0.06728, -0.04950)
H (0.61556, 1.19396, -0.53613)
H (0.17141, 1.23266, 2.76611)
H (-0.45045, -0.02103, 3.04891)
H (2.39680, -0.50904, -1.99535)
H (3.67010, 0.18044, -2.52812)
H (-1.18521, 1.07329, -0.62166)
H (-0.42198, -0.18347, -0.95707)
H (-2.42626, 0.03985, -1.17120)
H (-1.83298, -0.92845, -2.14413)
H (0.02335, 0.77262, -4.99945)
H (-1.07184, 1.34989, -4.06422)
H (-1.15030, 3.65371, 1.18865)
H (-0.44831, 2.38983, 0.74450)
H (3.47493, -2.38435, 2.45263)
H (2.36040, -3.38004, 2.20437)
H (5.04717, 0.25090, -0.53569)
H (6.44714, -0.24872, -0.13649)
H (-3.16079, 1.78418, 1.60386)
H (-2.24020, 0.62100, 1.40636)
H (-0.83443, -3.07731, 2.53423)
H (-2.21138, -2.23891, 2.65991)
H (-0.13371, -1.28213, 1.43798)
H (-0.61054, -2.49314, 0.55402)
H (-1.18917, -2.49418, -1.47799)
H (0.15554, -1.73480, -1.97376)
H (-3.68414, 3.45745, 0.07699)
H (-2.74432, 3.36642, -1.13379)
O (1.39034, 0.66891, -0.48942)
O (-0.70517, 0.82425, 2.79084)
O (3.36556, -0.56771, -2.08138)
O (-1.01669, 0.25293, -0.34067)
O (-2.38547, -0.90964, -1.26253)
O (-0.50638, 0.58326, -4.19519)
O (-0.64227, 2.89887, 1.45325)
O (2.94929, -2.97302, 2.89736)
O (5.85434, 0.40876, 0.00644)
O (-3.06321, 1.08164, 0.99729)
O (-1.32925, -2.31094, 3.01355)
O (-0.32994, -1.61367, 0.52931)
O (-0.23281, -2.45980, -1.39298)
O (-2.88206, 3.79283, -0.27985)

**LUMO**: -0.506 eV
**2S+1**: 1
**Orbital gap**: 0.3374 Eh



No. 4
The following is a quantum chemistry calculation of a 14-piece molecular cluster, H29O14 overall at a distorted geometry, from OMol25.

Element x y z (Å)
O (0.96278, 0.54688, -0.57229)
H (0.31009, -0.56225, 1.86905)
O (-2.68741, 3.30390, 1.37365)
H (-4.45077, 0.46277, 2.58116)
H (5.23649, 0.35696, 0.87978)
O (2.20297, 3.05422, -1.34168)
H (-1.13125, -2.94618, -2.27902)
H (2.58265, 3.74170, -0.78951)
O (-4.35632, 0.92513, 1.73427)
H (-2.20773, 1.45488, 0.61792)
H (-4.20059, 1.78707, 2.16272)
O (-2.41418, -2.30013, 0.18216)
H (-2.83796, -1.42950, 0.15631)
H (-2.95922, -2.88214, 0.72386)
O (-0.57922, 1.36134, 3.77615)
H (4.87899, 1.13974, -0.40837)
H (-0.40215, -2.08278, -3.42543)
O (1.94401, -0.59555, -2.85046)
H (2.47346, 0.00334, -3.40029)
H (-2.36740, 4.18623, 1.61204)
O (0.49942, -2.85076, -0.23267)
H (0.65878, -3.40924, -1.03156)
H (-0.78973, 1.45969, 4.72178)
O (-1.60597, 0.78216, 0.28998)
H (1.83274, 0.66437, -1.01165)
H (0.55388, 0.32492, -1.43169)
O (1.14943, -1.04194, 1.59839)
H (-2.15256, 2.23569, -4.56628)
H (1.41101, 2.70722, -0.91360)
O (-0.30715, -2.78358, -2.76328)
H (0.21986, 1.92152, 3.82102)
H (2.77001, -3.71042, 2.87926)
O (2.35866, -3.67529, 2.00649)
H (-1.79297, 0.92787, -0.65417)
H (1.53535, -4.14808, 2.18118)
O (-1.67627, 2.03787, -3.75378)
H (-2.33744, 2.87375, 2.17690)
H (-0.91299, 1.45261, -3.88808)
O (4.68836, 1.06454, 0.53119)
H (0.80669, -1.57736, 0.70152)
H (-0.39958, -2.52210, -0.38746)
H (1.37243, -0.26079, 0.96191)
H (1.27806, -0.97280, -3.43609)

**LUMO (alpha / beta)**: -0.205 / -0.331 eV
**2S+1**: 2
**Orbital gap (alpha / beta)**: 0.0890 / 0.3798 Eh
**⟨S²⟩**: 0.751



Respective energy above the lowest of the compared OMol25 structures with the same formula, charge and spin values: 6.014 1.449 7.923 0.000 eV.
Respective molecular weight values: 252.21 252.21 252.21 253.22 Da.
Respective E_tot values: -1069.9800 -1070.1477 -1069.9098 -1070.5525 Ha.